The molecule C3H7BO3 in a non-equilibrium geometry, computed with wB97M-V/def2-TZVPD.

Calculated values
- Kohn-Sham gap (spin up / spin down) (eV) = 8.724 / 7.872
- LUMO (spin up / spin down) (Ha) = 0.011 / 0.012
- E_HOMO (spin up / spin down) (hartree) = -0.3094 / -0.2777
- energy relative to the best compared isomer or geometry (same formula, charge and spin) (eV) = 5.1946
- electronic energy (Eh) = -368.992185
- SMILES string = C=C(OC)B(O)O

```
! RIJCOSX wB97M-V def2-TZVPD def2/J DEFGRID3
* xyz 0 1
B 1.005 -1.241 -0.057
C 0.427 1.619 -0.865
C 0.173 0.098 0.232
C -1.981 0.960 0.797
O 0.586 -2.489 0.376
O 2.196 -1.176 -0.799
O -0.857 0.126 1.083
H -0.234 2.476 -0.895
H 1.308 1.382 -1.506
H -1.791 1.866 1.388
H -2.850 0.313 1.294
H -2.139 1.068 -0.220
H 1.242 -3.114 -0.112
H 2.913 -1.888 -0.717
*
```



A cluster of 2 separate species, CH3NO2S2 in total in a non-equilibrium geometry, computed with wB97M-V/def2-TZVPD.

Calculated values
- Kohn-Sham gap (eV) = 9.929
- LUMO (Ha) = -0.008
- E_HOMO (hartree) = -0.3732
- energy relative to the best compared isomer or geometry (same formula, charge and spin) (eV) = 2.2840
- electronic energy (Eh) = -1041.407371

```
! RIJCOSX wB97M-V def2-TZVPD def2/J DEFGRID3
* xyz 0 1
C 0.925 -0.448 -0.182
N -1.447 1.011 -0.572
O -3.477 -0.508 -0.041
O -0.844 -2.134 0.165
S -2.189 -0.016 0.273
S 0.574 -1.977 -0.063
H 2.011 -0.290 -0.382
H 0.202 0.428 -0.323
H -1.642 1.257 -1.555
*
```



The molecule C3H2N2O2 in a non-equilibrium geometry, computed with wB97M-V/def2-TZVPD.

Calculated values
- Kohn-Sham gap (eV) = 11.295
- LUMO (Ha) = -0.004
- E_HOMO (hartree) = -0.4194
- energy relative to the best compared isomer or geometry (same formula, charge and spin) (eV) = 1.2708
- electronic energy (Eh) = -375.464827
- SMILES string = [H]/N=C(/C#N)OC=O

```
! RIJCOSX wB97M-V def2-TZVPD def2/J DEFGRID3
* xyz 0 1
N -0.450 -0.623 -1.412
C -0.143 -0.748 -0.208
O 0.063 0.171 0.810
C -0.126 1.496 0.608
O -0.456 2.015 -0.416
C 0.343 -2.013 0.291
N 1.278 -2.661 0.434
H -0.591 0.350 -1.661
H 0.082 2.011 1.555
*
```



A cluster of 2 separate species, C6H14N2 in total in a non-equilibrium geometry, computed with wB97M-V/def2-TZVPD.

Calculated values
- Kohn-Sham gap (eV) = 9.577
- LUMO (Ha) = 0.035
- E_HOMO (hartree) = -0.3173
- energy relative to the best compared isomer or geometry (same formula, charge and spin) (eV) = 1.9368
- electronic energy (Eh) = -346.455985
- SMILES string = [H]/N=C/NC.C=CCC

```
! RIJCOSX wB97M-V def2-TZVPD def2/J DEFGRID3
* xyz 0 1
C 0.176 -0.682 2.810
N 1.216 -0.145 1.961
C 1.211 1.194 1.659
N 2.039 1.751 0.801
H 0.583 -1.514 3.419
H -0.108 0.122 3.505
H -0.645 -1.044 2.135
H 1.727 -0.811 1.369
H 0.501 1.766 2.207
H 2.134 2.783 0.939
C -1.986 -1.272 -1.339
C -1.246 0.089 -1.293
C 0.171 -0.149 -1.780
C 0.843 0.645 -2.676
H -1.566 -1.990 -0.603
H -3.020 -1.207 -1.061
H -1.880 -1.680 -2.378
H -1.226 0.414 -0.278
H -1.725 0.837 -1.887
H 0.583 -1.133 -1.489
H 1.922 0.479 -2.932
H 0.295 1.549 -3.088
*
```